Entry 1:
The following is a quantum chemistry calculation of one molecule with the formula O5P2, from OMol25.

```
7
Properties=species:S:1:pos:R:3:mulliken_charge:R:1
O 0.8568 -0.5318 -1.5163 -0.57
O -0.6573 -1.1171 0.6117 -0.30
O 0.0615 1.2437 0.0691 -0.15
O -1.2894 1.0310 -0.1790 -0.08
O 1.9617 -0.1017 0.9380 -0.56
P 0.9672 -0.1223 -0.1192 1.08
P -1.9004 -0.4019 0.1957 0.60
```

spin multiplicity: 1
largest force on an atom: 1.64 eV/Å
DFT total energy: -28814.52369 eV
orbital gap: 9.427 eV
E_HOMO: -11.45 eV
lowest unoccupied orbital energy: -2.024 eV

Entry 2:
The following is a quantum chemistry calculation of C12H7Cl5N2OPtS as an isolated structure, from OMol25.

```
29
Properties=species:S:1:pos:R:3:mulliken_charge:R:1
Pt -0.5660 -0.5046 -0.4523 0.95
Cl -2.7695 -1.2193 0.1647 -0.08
C -2.4734 -0.0027 1.4175 0.91
C -1.2223 0.5054 1.1934 -0.73
C -0.6737 1.3818 2.1160 0.86
Cl 0.9417 1.9828 1.9921 -0.18
C -1.4681 1.7448 3.2191 -0.11
Cl -0.8353 2.8382 4.3610 -0.11
C -2.7598 1.2228 3.3956 0.53
Cl -3.6998 1.6890 4.7351 -0.09
C -3.2867 0.2989 2.4843 -0.30
Cl -4.8072 -0.4393 2.6345 -0.12
N 0.0933 1.3984 -1.0385 -0.33
C 0.9996 0.4665 -1.5967 0.39
C 2.0512 -0.0484 -0.7711 -0.04
C 2.8943 -1.0013 -1.3125 -0.82
C 2.7288 -1.4048 -2.6323 -0.30
C 1.7192 -0.8745 -3.4559 -0.56
C 0.8573 0.0623 -2.9589 -0.33
H -0.5024 1.9193 -1.6799 0.28
H 0.4458 1.9711 -0.2636 0.26
H 2.1872 0.3318 0.2335 0.27
H 3.6967 -1.4093 -0.7131 0.49
H 3.4102 -2.1381 -3.0454 0.46
H 1.6332 -1.2015 -4.4828 0.47
H 0.0864 0.5096 -3.5748 0.44
O 1.0223 -2.4714 1.1070 -0.39
S 0.5924 -3.2016 -0.0715 0.60
N -0.2954 -2.4059 -1.0042 -0.42
```

charge: +2
spin multiplicity: 1
largest force on an atom: 0.36 eV/Å
DFT total energy: -94258.75468 eV
orbital gap: 5.728 eV
E_HOMO: -15.60 eV
lowest unoccupied orbital energy: -9.877 eV

Entry 3:
The following is a quantum chemistry calculation of a 2-piece molecular cluster, C7H10O overall, from OMol25.

```
18
Properties=species:S:1:pos:R:3:mulliken_charge:R:1
C -2.0737 0.0828 1.2066 -1.38
C -0.8307 -0.4251 0.5666 0.98
C -0.8614 -1.0667 -0.6740 -0.63
C 0.3435 -1.3900 -1.3098 -0.28
C 1.5663 -1.2178 -0.7168 -0.59
C 1.5934 -0.5288 0.5167 -0.28
C 0.4350 -0.1000 1.1043 -0.61
H -3.0309 -0.2758 0.8299 0.39
H -2.1378 -0.1720 2.2671 0.33
H -2.0648 1.1711 1.0990 0.28
H -1.8004 -1.0791 -1.2105 0.32
H 0.1804 -1.7464 -2.3226 0.32
H 2.5091 -1.3446 -1.2256 0.35
H 2.5848 -0.2207 0.8200 0.33
H 0.4151 0.6387 1.9017 0.46
H 1.0489 2.3520 -0.1532 0.31
H 0.9709 3.0591 -1.6091 0.29
O 1.1524 2.2634 -1.0900 -0.60
```

SMILES: Cc1ccccc1.O
spin multiplicity: 1
largest force on an atom: 1.61 eV/Å
DFT total energy: -9468.23814 eV
orbital gap: 9.642 eV
E_HOMO: -8.85 eV
energy relative to the best compared isomer or geometry (same formula, charge and spin): 31.1 kJ/mol
lowest unoccupied orbital energy: 0.796 eV

Entry 4:
The following is a quantum chemistry calculation of C29H26GeN2O5V as an isolated structure, from OMol25.

```
64
Properties=species:S:1:pos:R:3:mulliken_charge:R:1
V 1.7398 0.8452 -0.9219 -0.47
O 4.8389 -1.6188 0.2683 -0.54
C 4.0469 -0.5250 0.0038 0.73
O 3.2837 -0.5953 -1.0029 -0.84
C 4.1415 0.5746 0.8702 0.28
C 5.0212 0.6010 1.9830 -0.84
C 5.0642 1.7266 2.7556 -0.28
C 4.2529 2.8234 2.4250 -0.72
C 3.4013 2.7372 1.3243 0.74
N 3.3088 1.6430 0.5609 -0.07
C 2.5843 3.9927 1.0004 0.14
O 1.5756 4.1923 1.7087 -0.79
O 3.0280 4.7115 0.0750 -0.74
H 4.5701 -2.2521 -0.4097 0.35
H 5.6300 -0.2670 2.1948 0.39
H 5.7231 1.7724 3.6171 0.37
H 4.2560 3.7319 3.0115 0.43
C 0.4950 6.1021 -0.5176 -0.86
N 0.1993 4.7050 -0.7300 0.19
C -0.6006 4.0440 0.2917 -0.81
C 1.0654 3.9681 -1.4398 -0.06
O 1.1332 2.7498 -1.3434 -0.45
H -0.4306 6.6885 -0.5125 0.30
H 1.1455 6.4623 -1.3138 0.28
H 1.0241 6.2152 0.4320 0.27
H -1.5606 4.5611 0.3691 0.38
H -0.0661 4.0682 1.2422 0.35
H -0.7579 3.0055 0.0063 0.20
H 1.6915 4.5382 -2.1297 0.31
C 0.2507 -0.1101 -0.7829 -0.19
Ge -1.0504 -1.4055 -0.5822 2.01
C -2.6275 -0.8882 0.5386 -0.27
C -3.9000 -1.4482 0.4276 -0.18
C -4.9487 -1.0338 1.2430 -0.66
C -4.7404 -0.0381 2.1878 -0.27
C -3.4818 0.5405 2.3054 -0.57
C -2.4414 0.1191 1.4872 -0.40
C -0.3794 -3.0718 0.2874 -0.32
C 1.0066 -3.2375 0.3411 -0.44
C 1.5722 -4.3503 0.9509 -0.41
C 0.7607 -5.3217 1.5259 -0.32
C -0.6184 -5.1660 1.4953 -0.70
C -1.1770 -4.0475 0.8841 0.00
C -1.9503 -2.0501 -2.2496 -0.36
C -2.1585 -1.1256 -3.2748 -0.44
C -2.8039 -1.4819 -4.4515 -0.49
C -3.2494 -2.7860 -4.6365 -0.33
C -3.0360 -3.7252 -3.6377 -0.62
C -2.3925 -3.3560 -2.4599 -0.04
H -4.0842 -2.2137 -0.3210 0.30
H -5.9310 -1.4828 1.1354 0.35
H -5.5557 0.2920 2.8227 0.33
H -3.3121 1.3275 3.0322 0.37
H -1.4614 0.5839 1.5592 0.29
H 1.6314 -2.4587 -0.0911 0.15
H 2.6515 -4.4543 0.9920 0.35
H 1.2014 -6.1876 2.0084 0.34
H -1.2592 -5.9095 1.9586 0.35
H -2.2567 -3.9261 0.8941 0.30
H -1.7779 -0.1167 -3.1440 0.34
H -2.9513 -0.7437 -5.2328 0.35
H -3.7486 -3.0692 -5.5570 0.33
H -3.3656 -4.7500 -3.7770 0.36
H -2.2194 -4.1088 -1.6974 0.28
```

⟨S²⟩: 3.972
charge: -2
spin multiplicity: 4
largest force on an atom: 1.31 eV/Å
DFT total energy: -125914.48835 eV
orbital gap (alpha / beta): 4.467 / 5.110 eV
E_HOMO (alpha / beta): 0.25 / -0.40 eV
energy relative to the best compared isomer or geometry (same formula, charge and spin): 154.1 kJ/mol
lowest unoccupied orbital energy (alpha / beta): 4.718 / 4.713 eV

Entry 5:
The following is a quantum chemistry calculation of one molecule with the formula C5H7N, from OMol25.

```
13
Properties=species:S:1:pos:R:3:mulliken_charge:R:1
C 1.2412 0.9331 -0.9872 -0.91
N 0.0211 0.2910 -0.4696 0.13
C -0.6455 0.7933 0.6144 -0.38
C -1.1150 -0.2608 1.3434 -0.50
C -0.7755 -1.4548 0.6308 -0.49
C -0.1159 -1.0729 -0.5033 -0.39
H 1.5811 1.7311 -0.3106 0.30
H 0.7751 1.2426 -1.9075 0.37
H 2.0796 0.2156 -1.0157 0.29
H -0.7474 1.8685 0.7243 0.40
H -1.5986 -0.1819 2.3038 0.40
H -0.9472 -2.4740 0.9380 0.40
H 0.2471 -1.6309 -1.3608 0.40
```

SMILES: Cn1cccc1
spin multiplicity: 1
largest force on an atom: 2.16 eV/Å
DFT total energy: -6787.43019 eV
orbital gap: 9.350 eV
E_HOMO: -8.27 eV
energy relative to the best compared isomer or geometry (same formula, charge and spin): 104.4 kJ/mol
lowest unoccupied orbital energy: 1.081 eV

Entry 6:
The following is a quantum chemistry calculation of C2H2ClI as an isolated structure, from OMol25.

```
6
Properties=species:S:1:pos:R:3:mulliken_charge:R:1
C 0.7332 0.8126 0.7593 -0.48
C -1.6832 -1.1893 -0.3388 -0.20
Cl -1.0124 0.3248 0.3596 0.15
I -0.3047 -2.1881 -1.3417 0.13
H 1.5322 0.3430 0.0280 0.18
H 0.7349 1.8970 0.5335 0.21
```

spin multiplicity: 1
largest force on an atom: 2.34 eV/Å
DFT total energy: -22721.81541 eV
orbital gap (alpha / beta): 5.980 / 8.266 eV
E_HOMO (alpha / beta): -7.75 / -9.11 eV
energy relative to the best compared isomer or geometry (same formula, charge and spin): 620.8 kJ/mol
lowest unoccupied orbital energy (alpha / beta): -1.773 / -0.840 eV

Entry 7:
The following is a quantum chemistry calculation of one molecule with the formula C8H10N2S2, from OMol25.

```
22
Properties=species:S:1:pos:R:3:mulliken_charge:R:1
C 1.1713 -0.6053 -0.6683 -0.40
C 1.1866 0.1122 -1.8368 -1.02
C -0.9677 0.9906 -1.2711 -0.76
C 0.1128 -0.5648 0.2250 -0.22
C 0.1639 1.0299 -2.1212 0.83
C -0.9833 0.2210 -0.1654 0.83
C 0.2901 -1.3212 1.7494 0.74
C 0.6097 -0.5542 3.0292 -1.16
N 0.1461 1.7315 -3.3156 -0.63
N -2.1576 0.3120 0.6733 -0.47
S 1.2053 -2.8274 1.4905 -0.24
S -0.7924 -2.7348 1.7715 -0.15
H 2.0668 -1.1864 -0.4298 0.28
H 2.0505 0.0071 -2.4208 0.31
H -1.7729 1.6021 -1.6843 0.21
H 1.0015 0.4728 2.8097 0.30
H 1.3551 -1.0537 3.7242 0.35
H -0.2777 -0.3606 3.7444 0.28
H 1.0597 1.8393 -3.7165 0.25
H -0.2321 2.6027 -3.2649 0.25
H -3.0625 0.6878 0.3098 0.22
H -2.1731 -0.4007 1.3677 0.18
```

⟨S²⟩: 2.010
spin multiplicity: 3
largest force on an atom: 4.64 eV/Å
DFT total energy: -33105.18007 eV
orbital gap (alpha / beta): 6.403 / 6.031 eV
E_HOMO (alpha / beta): -5.61 / -7.83 eV
energy relative to the best compared isomer or geometry (same formula, charge and spin): 0.0 kJ/mol
lowest unoccupied orbital energy (alpha / beta): 0.790 / -1.797 eV

Entry 8:
The following is a quantum chemistry calculation of a 2-piece molecular cluster, H5P3S overall, from OMol25.

```
9
Properties=species:S:1:pos:R:3:mulliken_charge:R:1
P -0.5084 1.3686 -0.0555 -0.15
P -0.2016 -1.3789 -1.0242 -0.04
P 1.3286 1.2215 1.1496 0.07
S 0.6629 -1.5691 0.7906 -0.26
H -1.2044 0.8325 1.0052 0.10
H -0.4848 2.6661 0.3622 0.08
H 0.1434 -2.5316 -1.5445 0.04
H -1.6771 -1.7584 -0.6134 0.08
H 1.9415 1.1492 -0.0700 0.09
```

spin multiplicity: 1
largest force on an atom: 3.71 eV/Å
DFT total energy: -38779.55889 eV
orbital gap (alpha / beta): 6.846 / 6.844 eV
E_HOMO (alpha / beta): -8.47 / -8.47 eV
energy relative to the best compared isomer or geometry (same formula, charge and spin): 181.9 kJ/mol
lowest unoccupied orbital energy (alpha / beta): -1.625 / -1.627 eV

Q: Number 3 is which compound?
A: C7H10O

Please write out number 5 again, unchanged.
The following is a quantum chemistry calculation of one molecule with the formula C5H7N, from OMol25.

```
13
Properties=species:S:1:pos:R:3:mulliken_charge:R:1
C 1.2412 0.9331 -0.9872 -0.91
N 0.0211 0.2910 -0.4696 0.13
C -0.6455 0.7933 0.6144 -0.38
C -1.1150 -0.2608 1.3434 -0.50
C -0.7755 -1.4548 0.6308 -0.49
C -0.1159 -1.0729 -0.5033 -0.39
H 1.5811 1.7311 -0.3106 0.30
H 0.7751 1.2426 -1.9075 0.37
H 2.0796 0.2156 -1.0157 0.29
H -0.7474 1.8685 0.7243 0.40
H -1.5986 -0.1819 2.3038 0.40
H -0.9472 -2.4740 0.9380 0.40
H 0.2471 -1.6309 -1.3608 0.40
```

SMILES: Cn1cccc1
spin multiplicity: 1
largest force on an atom: 2.16 eV/Å
DFT total energy: -6787.43019 eV
orbital gap: 9.350 eV
E_HOMO: -8.27 eV
energy relative to the best compared isomer or geometry (same formula, charge and spin): 104.4 kJ/mol
lowest unoccupied orbital energy: 1.081 eV